DFT (the ωB97M-V functional and the def2-TZVPD basis) results for a structure of composition C35H32AsBrN4O2P2PtSSe2.

⟨S²⟩   2.01
Highest occupied orbital energy (spin up / spin down)   -7.59 / -7.62 eV
Multiplicity   3
ΔE to the lowest compared entry with this formula, charge and spin   19.6 kcal per mole

```
81
Properties=species:S:1:pos:R:3:mulliken_spin:R:1
Pt -0.3355 0.0338 0.3739 1.048
Se 6.5180 0.6743 -0.4507 0.002
P 5.5625 -0.1810 1.2100 0.000
C 5.9265 0.7105 2.7565 0.001
C 6.1833 2.0754 2.6582 0.000
C 6.6822 2.7681 3.7483 0.000
C 6.9505 2.0955 4.9316 0.000
C 6.6665 0.7444 5.0458 0.000
C 6.1407 0.0518 3.9666 0.000
C 6.1248 -1.8876 1.5093 -0.001
C 5.4392 -2.9599 0.9442 0.000
C 5.8938 -4.2547 1.1450 0.000
C 7.0355 -4.4837 1.8996 0.000
C 7.7471 -3.4125 2.4220 0.000
C 7.3007 -2.1162 2.2203 0.000
C 3.7796 -0.3378 0.9150 0.002
C 2.5309 -0.1582 1.5418 -0.031
N 1.6255 -0.5816 0.6138 0.093
N 2.2442 -0.9547 -0.4856 0.007
N 3.5238 -0.8127 -0.3268 0.009
P 1.8458 0.2643 3.1485 0.060
Se -0.3110 0.1466 3.0873 0.318
C 2.2873 1.9176 3.7317 -0.008
C 2.6488 2.1620 5.0513 0.002
C 2.7496 3.4721 5.4927 0.004
C 2.5101 4.5264 4.6253 0.001
C 2.1551 4.2778 3.3071 -0.002
C 2.0233 2.9748 2.8608 0.007
C 2.4303 -0.9794 4.3341 -0.057
C 1.8774 -0.9958 5.6147 0.031
C 2.2754 -1.9608 6.5242 0.014
C 3.2113 -2.9199 6.1582 0.000
C 3.7494 -2.9156 4.8805 0.001
C 3.3558 -1.9487 3.9677 0.005
H 6.0357 2.5738 1.7080 0.000
H 6.8961 3.8254 3.6626 0.000
H 7.3794 2.6307 5.7698 0.000
H 6.8706 0.2234 5.9736 0.000
H 5.9503 -1.0082 4.0497 0.000
H 4.5585 -2.7717 0.3423 0.000
H 5.3597 -5.0879 0.7063 0.000
H 7.3820 -5.4957 2.0664 0.000
H 8.6550 -3.5874 2.9850 0.000
H 7.8665 -1.2804 2.6109 0.000
H 2.8366 1.3409 5.7291 -0.002
H 3.0188 3.6681 6.5230 0.000
H 2.5970 5.5462 4.9791 0.000
H 1.9548 5.0883 2.6184 0.000
H 1.6948 2.7791 1.8484 0.000
H 1.1290 -0.2609 5.8876 0.008
H 1.8551 -1.9723 7.5214 0.001
H 3.5123 -3.6803 6.8674 0.000
H 4.4783 -3.6617 4.5886 0.000
H 3.7683 -1.9588 2.9705 0.000
C -0.9699 -2.3967 -1.9624 -0.005
As -2.1095 -1.8918 -0.4782 0.064
C -1.4604 -2.9042 1.0557 0.024
C -3.8050 -2.7692 -0.8614 0.038
S -2.6135 0.1750 -0.2546 0.059
H -1.0904 -3.4645 -2.1447 0.000
H 0.0676 -2.1725 -1.7108 -0.004
H -1.2484 -1.8350 -2.8529 0.001
H -1.8644 -3.9158 1.0203 0.006
H -1.7602 -2.4142 1.9784 0.002
H -0.3728 -2.9300 1.0069 -0.010
H -3.6326 -3.8336 -1.0183 0.001
H -4.2487 -2.3273 -1.7512 -0.001
H -4.4807 -2.6216 -0.0212 -0.001
Br 2.3828 3.8460 -5.7832 0.000
C 1.5991 2.7405 -4.4577 -0.001
C 1.0552 1.5159 -4.8161 0.001
N 0.4936 0.7143 -3.9218 0.000
C 0.4668 1.1052 -2.6555 0.017
C 0.9825 2.3090 -2.1978 0.015
C 1.5609 3.1506 -3.1409 0.000
C 0.9692 2.7955 -0.7530 -0.018
O 1.3057 3.9510 -0.5398 0.028
O 0.6579 1.9864 0.2083 0.203
H 1.0726 1.1747 -5.8440 0.001
H 0.0015 0.4030 -1.9715 0.067
H 1.9696 4.0949 -2.8090 0.001
```

***

DFT (the ωB97M-V functional and the def2-TZVPD basis) results for a structure of composition C25H20ClGaN3P.

Highest occupied orbital energy   -8.34 eV
ΔE to the lowest compared entry with this formula, charge and spin   5.9 kcal per mole

```
51
Properties=species:S:1:pos:R:3:nbo_charge:R:1
C 1.1997 3.3856 1.2362 -0.288
C 0.7083 3.0782 -0.0428 -0.319
C -0.6906 2.8877 0.0328 -0.324
H 1.2964 3.0418 -0.9455 0.219
C -1.0986 3.0439 1.3820 -0.365
C 0.0872 3.3707 2.1516 -0.427
H 0.0580 3.8425 3.1336 0.267
H 2.2180 3.6604 1.4933 0.237
H -1.3672 2.6996 -0.7971 0.225
H -2.1149 3.1369 1.7555 0.250
Ga 0.0955 1.0601 2.1144 1.379
Cl -1.5243 0.1239 3.1810 -0.520
P -0.0215 -0.4688 -0.1267 0.961
C -1.6019 -0.3009 -1.0526 -0.351
C -1.7135 -0.4376 -2.4476 -0.214
H -0.8298 -0.6126 -3.0611 0.231
C -2.9680 -0.3629 -3.0687 -0.202
H -3.0431 -0.4850 -4.1534 0.223
C -4.1208 -0.1518 -2.3082 -0.208
H -5.1014 -0.1046 -2.7891 0.222
C -4.0201 0.0045 -0.9198 -0.151
H -4.9137 0.1679 -0.3157 0.218
C -2.7693 -0.0601 -0.3007 -0.212
H -2.6860 0.0599 0.7807 0.244
C 1.2516 -0.4205 -1.4527 -0.283
C 1.3044 0.6781 -2.3337 -0.223
H 0.5224 1.4393 -2.3016 0.231
C 2.3381 0.8044 -3.2643 -0.203
H 2.3755 1.6827 -3.9134 0.224
C 3.3104 -0.1967 -3.3758 -0.187
H 4.1098 -0.1052 -4.1144 0.224
C 3.2521 -1.3106 -2.5307 -0.212
H 3.9918 -2.1074 -2.6276 0.224
C 2.2433 -1.4144 -1.5670 -0.206
H 2.2100 -2.2876 -0.9150 0.227
C -0.0461 -2.2385 0.3522 -0.281
C -0.7408 -3.2098 -0.3857 -0.218
H -1.3201 -2.9195 -1.2658 0.230
C -0.6915 -4.5557 -0.0035 -0.206
H -1.2191 -5.3073 -0.5983 0.224
C 0.0372 -4.9360 1.1303 -0.190
H 0.0753 -5.9855 1.4278 0.224
C 0.7104 -3.9677 1.8859 -0.197
H 1.2770 -4.2597 2.7737 0.226
C 0.6671 -2.6254 1.5060 -0.208
H 1.1742 -1.8597 2.0969 0.224
N 1.5539 1.0848 3.5286 -0.793
C 1.6905 1.8868 4.4050 0.697
N 1.9231 2.6243 5.4038 -0.638
C 1.5903 3.8962 5.5166 0.425
N 1.3307 5.0312 5.6903 -0.431
```

***

DFT (the ωB97M-V functional and the def2-TZVPD basis) results for a cluster of 2 separate species, Cl2H2NO3P in total.

⟨S²⟩   2.02
Highest occupied orbital energy (spin up / spin down)   -7.19 / -10.27 eV
Multiplicity   3
ΔE to the lowest compared entry with this formula, charge and spin   25.6 kcal per mole

```
9
Properties=species:S:1:pos:R:3:mulliken_spin:R:1
N -0.2028 -0.3006 -0.4241 0.053
O -1.5940 0.5124 -2.5839 0.027
O 0.2468 2.7216 -0.0995 0.730
O -2.5496 1.0104 -0.3959 0.151
P -1.2630 0.6612 -1.1809 0.253
Cl 0.8584 2.1715 1.2995 0.277
Cl -2.5070 1.1990 1.4090 0.529
H 0.5404 -0.4452 -1.1305 -0.005
H 0.0143 -0.0354 0.5066 -0.014
```

***

DFT (the ωB97M-V functional and the def2-TZVPD basis) results for a structure of composition C20H27Br31F3N2O5P2S.

Highest occupied orbital energy   -9.76 eV
Net charge   +1

```
91
Properties=species:S:1:pos:R:3:lowdin_charge:R:1
C 3.5346 1.7393 2.1270 0.022
C 2.5369 1.3813 1.1754 -0.225
C 1.3585 0.5899 0.2912 -0.252
O 1.3168 -0.8453 0.6073 -0.164
C 2.5378 -1.5459 0.1530 -0.290
S 2.2469 -3.3777 0.4879 0.881
O 1.0769 -4.0018 -0.3084 -0.350
O 3.5717 -4.2324 0.4323 -0.336
C 1.7130 -3.4653 2.3216 -0.262
F 0.2752 -3.0958 2.5067 -0.034
F 2.6245 -2.5135 3.0604 -0.179
F 2.0328 -4.8195 2.9042 -0.096
C 3.0111 -1.1909 -1.3713 -0.276
P 3.2018 -2.7413 -2.5186 0.861
O 3.5766 -2.1759 -3.9817 -0.503
N 2.1275 -0.2270 -2.1243 0.045
C 1.5336 0.8949 -1.3075 -0.487
C 0.0745 1.2589 -2.0397 -0.155
C -1.1580 0.2869 -1.5318 -0.165
C -2.3971 0.1951 -2.6311 -0.518
N -3.0105 -1.2063 -2.4494 -0.298
P 2.6226 2.5048 -1.4338 0.674
O 2.9011 2.9232 -3.1097 -0.422
Br 1.5229 4.3064 -0.5589 0.310
H 4.1625 1.9155 3.1270 0.101
H 0.3337 1.0475 0.6986 0.187
H 3.4456 -1.2364 0.8647 0.174
H 4.1052 -0.7177 -1.3183 0.190
H 4.2399 -3.6447 -2.0943 0.058
H 1.9005 -3.3963 -2.7090 0.063
H 1.3562 -0.7916 -2.5712 0.173
H 2.7136 0.1682 -2.9187 0.182
H 0.2376 0.9876 -3.1903 0.136
H -0.1826 2.3996 -2.0053 0.102
H -0.7147 -0.7712 -1.2860 0.102
H -1.5367 0.7603 -0.5036 0.137
H -2.0632 0.4126 -3.7320 0.107
H -3.2165 0.9795 -2.2624 0.079
H -3.0258 -1.3159 -1.3918 0.073
H -2.2196 -1.8482 -2.7566 0.112
H 3.1750 3.9047 -3.1244 0.030
C 3.2360 -5.2806 6.7109 -1.549
Br 4.2711 -4.4731 8.1464 0.566
Br 1.4099 -5.6629 7.2618 0.567
Br 3.2933 -4.2110 5.0870 0.679
H 3.7074 -6.2410 6.4779 -0.017
C 5.2105 3.6318 -5.7840 -1.614
Br 4.9202 5.3968 -5.0192 0.573
Br 4.6989 3.5626 -7.6595 0.576
Br 7.0343 3.0143 -5.5078 0.568
H 4.5537 2.9390 -5.2476 -0.054
C -4.3427 -3.4639 1.1173 -1.582
Br -5.3806 -1.8191 1.1566 0.538
Br -4.8520 -4.6059 -0.3728 0.574
Br -2.4294 -3.1131 1.1395 0.586
H -4.5778 -4.0123 2.0354 -0.019
C 1.3075 8.6153 -0.0687 -1.582
Br 0.2969 7.0795 0.5671 0.487
Br 3.2072 8.2223 -0.2132 0.559
Br 0.5852 9.3187 -1.7323 0.555
H 1.2003 9.4027 0.6847 -0.045
C 2.2850 0.3916 5.5862 -1.531
Br 1.9333 0.2023 3.6824 0.751
Br 0.6450 0.6278 6.6055 0.590
Br 3.3592 -1.0774 6.2735 0.566
H 2.8747 1.3055 5.7131 -0.021
C 2.8419 -2.7406 -7.4227 -1.616
Br 4.5067 -3.3164 -8.2481 0.565
Br 2.2511 -1.0190 -8.1093 0.538
Br 1.4534 -4.0947 -7.5725 0.547
H 3.0441 -2.6066 -6.3549 -0.073
C -2.5150 -6.8496 8.3388 -1.619
Br -2.8667 -7.0389 6.4350 0.536
Br -4.1550 -6.6134 9.3580 0.563
Br -1.4408 -8.3186 9.0260 0.550
H -1.9253 -5.9357 8.4656 -0.036
C -6.2260 0.2770 -3.7891 -1.498
Br -4.3284 -0.0707 -3.5399 0.943
Br -7.1781 0.3463 -2.0942 0.520
Br -6.5353 1.8721 -4.8588 0.528
H -6.6350 -0.5691 -4.3512 -0.023
C -2.3437 10.2730 2.2611 -1.586
Br -1.4585 11.2506 0.8312 0.561
Br -3.5886 8.9479 1.5693 0.556
Br -1.0660 9.4884 3.5004 0.546
H -2.9337 11.0006 2.8282 -0.022
C -9.8195 -0.7792 0.7998 -1.577
Br -8.4340 0.3305 1.5954 0.524
Br -11.3318 0.2797 0.1867 0.575
Br -9.1138 -1.9178 -0.6108 0.510
H -10.1915 -1.4410 1.5889 -0.021
```

***

Number 1: electronic energy -341102.9028 eV. Number 2: electronic energy -104906.9501 eV. Number 3: electronic energy -41993.2233 eV. Number 4: electronic energy -2243249.4132 eV.